1.
2 unconnected molecules or ions with the total composition C4H9N2 at a distorted geometry, computed with ωB97M-V/def2-TZVPD.

Structure (XYZ):
```
15
Properties=species:S:1:pos:R:3:forces:R:3
C 1.38847 -1.25661 -1.58939 -1.8 -0.1 -0.2
C 0.93248 0.00407 -1.33468 -0.8 2.4 1.1
C -1.55494 0.06255 0.09168 0.2 0.4 -2.7
C 0.32704 0.31476 1.68323 -1.1 -2.2 -1.9
N 0.35067 -0.84091 -2.28127 1.2 -0.9 1.1
N -0.20472 0.52410 0.29422 3.4 2.9 -0.5
H 1.93492 -2.14423 -1.33096 0.3 -0.1 -0.4
H 1.14520 1.05923 -1.45227 0.5 -0.4 -0.1
H -1.57732 -0.22473 -1.01755 -0.5 -0.1 1.5
H -1.78128 -0.78939 0.72466 -0.3 0.3 0.1
H -2.14339 0.96816 0.14520 -1.0 -0.4 0.5
H 0.39911 -0.77997 1.74738 -0.1 0.3 0.8
H 1.28526 0.73050 1.78962 1.1 0.8 0.2
H -0.42607 0.74392 2.30453 -0.2 0.1 1.0
H -0.07544 1.62856 0.22560 -0.9 -3.0 -0.5
```
Positions in Å, forces in eV/Å.

strongest force on any atom = 4.45 eV Å⁻¹
E_LUMO = -4.6 eV
net charge = +1
Kohn-Sham gap = 10.5 eV
E_HOMO = -15.07 eV
ΔE to the lowest compared entry with this formula, charge and spin = 481.6 kJ/mol


2.
A molecular structure, C21H36Cl3N2O4SiSm at a distorted geometry, computed with ωB97M-V/def2-TZVPD.

Structure (XYZ):
```
68
Properties=species:S:1:pos:R:3:forces:R:3
C -1.57980 -2.22377 -2.84601 0.1 0.1 -0.2
C -1.16881 -2.88984 -1.56539 0.5 -0.5 0.6
H -1.83354 -2.98382 -3.59366 0.0 0.3 0.0
H -0.77470 -1.58709 -3.24871 -0.2 -0.1 0.1
H -2.45776 -1.57964 -2.68032 0.3 -0.2 0.0
C -0.59536 -4.10429 -1.51867 -0.7 0.6 0.0
C -0.18694 -4.89453 -2.71038 0.1 -0.3 -0.5
H -0.46584 -4.60899 -0.56506 0.2 0.3 0.0
H 0.11574 -4.25575 -3.55540 -0.1 -0.3 0.3
H -0.98610 -5.56952 -3.05271 0.2 0.1 0.0
H 0.66414 -5.52751 -2.43881 0.0 0.0 -0.2
Sm 0.51329 1.06488 0.02669 -1.0 -2.5 1.0
Cl -2.08382 1.48233 0.95145 0.0 0.3 -0.2
Cl 2.54179 1.70146 -1.56271 0.2 0.3 0.1
H 1.04844 4.87294 4.73177 0.2 -0.2 -0.2
H -0.97379 5.68157 4.37712 -0.1 0.0 -0.3
C 1.29788 4.56247 3.70979 0.0 0.2 0.1
C -0.93754 5.58398 3.28563 -0.3 -0.1 -0.5
N 0.05259 4.56400 2.94388 0.3 0.2 0.1
H 1.73704 3.56455 3.70473 -0.1 0.1 0.0
C -0.11164 3.74522 1.91818 0.5 -0.9 -0.2
O 0.74332 2.87755 1.57670 -0.8 1.2 0.2
H -1.92402 5.26933 2.89572 0.5 0.2 0.3
H -1.07250 3.82424 1.38771 0.3 0.0 0.2
H 2.02411 5.27517 3.29164 -0.2 -0.2 0.1
H -0.68279 6.55785 2.83462 0.0 -0.3 0.3
H 1.40682 -1.88974 -1.43013 0.4 0.1 0.1
H 2.50294 -4.14408 0.10537 0.3 0.2 0.0
C 2.48046 -1.67054 -1.29147 -0.4 0.2 -0.2
C 3.36637 -3.45887 0.15639 0.0 0.2 0.2
N 2.91738 -2.07228 0.04450 0.3 0.3 0.7
H 2.64970 -0.59135 -1.43821 0.0 -0.6 0.1
C 2.79977 -1.27743 1.12630 -0.6 -0.1 -1.2
O 2.19880 -0.17504 1.11403 1.0 -1.0 0.4
H 3.88328 -3.58857 1.11322 -0.1 -0.1 -0.2
H 3.24349 -1.70880 2.04765 -0.2 0.4 -0.3
H 3.06425 -2.23954 -2.02369 0.0 0.2 0.2
H 4.04580 -3.67002 -0.67836 -0.1 0.0 0.3
O -0.40914 -0.99647 -0.36489 1.5 1.3 0.1
C -1.31620 -2.02562 -0.31005 -0.7 0.0 0.5
C 0.03681 -3.16085 1.49863 0.0 -0.3 0.0
C -1.21402 -2.88381 0.96299 -0.1 0.4 -0.6
H 0.88945 -2.62099 1.08488 -0.4 -0.3 0.1
C 0.17929 -4.11593 2.50541 0.0 0.2 -0.2
H -2.32296 -1.57401 -0.32272 -0.2 -0.2 0.1
C -2.35703 -3.47034 1.50559 0.4 -0.1 0.0
H 1.17939 -4.32539 2.89684 -0.4 -0.1 0.0
C -0.94922 -4.78242 2.98370 -0.2 0.2 0.0
C -2.22521 -4.43090 2.50671 0.3 0.0 0.1
H -3.32165 -3.16097 1.10463 0.1 -0.3 0.2
H -0.84079 -5.55560 3.74679 -0.1 0.2 -0.2
H -3.11350 -4.91507 2.91503 0.3 0.1 -0.1
Si -0.78325 3.51991 -2.51793 0.4 0.1 -0.3
Cl -0.68109 1.28805 -2.37964 -0.6 1.7 -0.8
C 0.85884 4.36517 -2.16307 0.0 -0.4 -0.3
C -1.98013 4.23628 -1.28245 -0.5 -0.2 0.2
C -1.23915 3.75074 -4.31512 0.0 -0.1 0.0
H 1.15653 4.31135 -1.10934 0.0 -0.1 -0.2
H 0.76022 5.42848 -2.42750 -0.2 -0.2 0.0
H 1.65192 3.91967 -2.77374 -0.1 0.2 0.3
H -0.46814 3.30271 -4.95670 -0.2 0.1 0.2
H -1.31143 4.81494 -4.56754 0.0 -0.1 0.1
H -2.20145 3.28151 -4.54152 0.1 0.0 0.0
H -2.17927 3.52974 -0.46202 -0.1 0.1 -0.3
H -2.94142 4.47281 -1.76093 0.2 -0.1 0.2
H -1.59393 5.16431 -0.82930 0.1 -0.3 -0.3
O -0.37484 -0.93502 3.60361 -0.2 1.0 -1.4
C -0.35107 -0.34880 2.62620 0.5 -0.8 1.6
```
Positions in Å, forces in eV/Å.

strongest force on any atom = 2.86 eV Å⁻¹
2S+1 = 6
E_LUMO (spin up / spin down) = 0.3 / 0.3 eV
Kohn-Sham gap (spin up / spin down) = 8.3 / 8.4 eV
E_HOMO (spin up / spin down) = -8.07 / -8.09 eV


3.
A single C4H6ClP molecule at a distorted geometry, computed with ωB97M-V/def2-TZVPD.

Structure (XYZ):
```
12
Properties=species:S:1:pos:R:3:forces:R:3
C 2.33430 1.11910 0.15965 2.4 -0.1 0.2
C 1.00565 0.93923 0.14512 0.9 2.2 0.2
C -3.10142 -1.21331 0.29417 1.0 0.7 -2.6
C 0.24614 -0.16067 -0.22627 -4.5 -5.2 -0.3
P -1.58020 -0.29926 -0.07916 1.8 -0.7 0.3
Cl -2.16635 1.55202 -0.09128 -0.6 1.8 0.2
H 2.76029 2.14739 0.35163 -0.7 -1.3 -0.1
H 3.17970 0.34003 0.02034 -1.9 1.1 0.0
H 0.44594 1.85442 0.35313 0.0 -0.3 -0.1
H -3.96024 -0.60175 -0.23235 1.8 -1.1 1.0
H -3.06875 -2.25877 -0.12650 0.0 0.9 0.9
H 0.59851 -1.23908 -0.39888 0.0 1.9 0.3
```
Positions in Å, forces in eV/Å.

strongest force on any atom = 6.83 eV Å⁻¹
E_LUMO (spin up / spin down) = -0.5 / -0.5 eV
Kohn-Sham gap (spin up / spin down) = 7.1 / 7.1 eV
E_HOMO (spin up / spin down) = -7.62 / -7.62 eV
ΔE to the lowest compared entry with this formula, charge and spin = 312.0 kJ/mol


4.
2 unconnected molecules or ions with the total composition C5H11N3O2S at a distorted geometry, computed with ωB97M-V/def2-TZVPD.

Structure (XYZ):
```
22
Properties=species:S:1:pos:R:3:forces:R:3
C -3.68916 -0.05290 1.32735 2.0 2.9 -0.8
C -0.34759 -1.21332 -2.20081 -0.3 0.7 -1.3
C -3.01728 0.91958 1.08429 -0.1 0.7 0.3
C 2.69147 -0.14808 0.04455 -3.2 4.0 -2.7
C 1.02590 -0.25021 1.66286 0.1 -1.4 2.6
N -1.27551 -0.58008 -1.49216 0.3 -1.2 -1.4
N -1.06402 0.42857 -0.71036 -0.4 1.7 1.4
N 1.23769 -0.12932 0.25756 -0.6 0.8 -0.3
O 1.06486 1.52880 -1.64865 -0.5 -0.5 0.8
O 0.11728 2.16213 0.51852 -0.7 1.7 1.8
S 0.37386 1.16204 -0.41974 1.0 -3.0 -3.3
H -4.21708 -0.84405 1.64772 -1.6 -2.3 0.7
H -2.35499 -0.82614 -1.49513 2.9 0.2 -0.1
H -0.58882 -1.92145 -3.02964 -0.3 0.4 1.3
H 0.66018 -0.72042 -2.30475 -1.3 -0.6 0.6
H -2.44859 1.85825 0.93621 -0.7 -1.4 0.1
H 3.05231 0.68692 0.61379 1.3 -0.2 0.4
H 2.98058 -1.09266 0.11020 1.9 -3.9 1.4
H 2.73121 0.04237 -1.01928 0.8 0.5 -0.3
H 1.24294 -1.37206 1.88012 -0.5 1.8 0.1
H 1.86346 0.35168 2.22800 -1.9 -0.8 -0.6
H -0.03868 0.01036 2.00934 1.8 -0.4 -0.5
```
Positions in Å, forces in eV/Å.

strongest force on any atom = 5.80 eV Å⁻¹
E_LUMO (spin up / spin down) = 0.1 / 0.1 eV
Kohn-Sham gap (spin up / spin down) = 9.1 / 9.1 eV
E_HOMO (spin up / spin down) = -8.96 / -8.96 eV
ΔE to the lowest compared entry with this formula, charge and spin = 539.7 kJ/mol


5.
2 unconnected molecules or ions with the total composition C2H8N2 at a distorted geometry, computed with ωB97M-V/def2-TZVPD.

Structure (XYZ):
```
12
Properties=species:S:1:pos:R:3:forces:R:3
C 0.95419 0.98395 1.25951 1.3 0.8 0.5
N -0.30137 0.42042 1.72925 0.9 -0.2 -2.4
H 1.80830 0.64351 1.88923 -0.3 0.5 -0.1
H 0.92531 2.07500 1.27469 0.0 0.0 0.2
H 1.31302 0.76734 0.23470 -1.0 -0.4 0.2
H -0.10519 -0.56700 1.70929 -1.1 -0.2 1.1
H -0.71918 0.88763 2.50945 0.2 -0.5 0.4
C -1.16186 -0.93729 -2.18099 0.6 -1.1 -1.9
N 0.10385 -0.87058 -2.23102 -0.1 2.1 1.6
H -1.71066 -0.18725 -2.74797 -0.2 -0.1 -0.2
H -1.68729 -1.88428 -1.99001 -0.3 0.5 1.3
H 0.58087 -1.33146 -1.45614 0.0 -1.3 -0.8
```
Positions in Å, forces in eV/Å.

strongest force on any atom = 2.61 eV Å⁻¹
E_LUMO = 1.1 eV
Kohn-Sham gap = 10.1 eV
E_HOMO = -8.99 eV
ΔE to the lowest compared entry with this formula, charge and spin = 184.6 kJ/mol


6.
A single C4H8O2 molecule at a distorted geometry, computed with ωB97M-V/def2-TZVPD.

Structure (XYZ):
```
14
Properties=species:S:1:pos:R:3:forces:R:3
C 1.47273 -0.31154 -0.48114 0.0 0.5 1.5
C 0.34274 -0.11835 0.82605 0.6 -0.4 -1.1
C -0.97708 0.66804 0.66348 0.2 -0.3 -0.2
O -1.05528 1.55433 -0.42006 0.1 0.2 -0.2
C -0.89457 -0.78130 0.30586 -0.4 -0.3 -0.2
O -0.79081 -1.00534 -1.05733 -1.5 -0.2 -0.5
H 2.04214 -1.19158 -0.17382 0.3 0.4 0.3
H 1.25599 -0.58174 -1.56231 -0.8 0.6 1.8
H 2.07652 0.58368 -0.57355 0.5 0.0 0.5
H 0.59673 -0.21844 1.91255 0.5 -0.2 -1.4
H -1.64893 0.95643 1.48895 0.9 -0.2 -0.1
H -0.26503 2.10570 -0.35642 -0.2 0.0 -0.2
H -1.44892 -1.56954 0.80241 0.0 0.2 0.2
H -0.75185 -0.09656 -1.41101 -0.2 -0.5 -0.3
```
Positions in Å, forces in eV/Å.

strongest force on any atom = 2.03 eV Å⁻¹
E_LUMO = 0.8 eV
Kohn-Sham gap = 10.0 eV
E_HOMO = -9.29 eV
ΔE to the lowest compared entry with this formula, charge and spin = 348.3 kJ/mol


7.
A single C18H26N2O2 molecule, computed with ωB97M-V/def2-TZVPD.

Structure (XYZ):
```
48
Properties=species:S:1:pos:R:3:forces:R:3
C -5.55475 -2.24213 0.89606 0.3 0.1 -0.2
H -4.96640 -2.36371 1.80263 0.0 0.0 0.1
H -5.68681 -3.22046 0.43973 -0.1 -0.1 0.0
H -6.53418 -1.85818 1.17244 -0.1 0.0 0.1
C -4.86400 -1.28457 -0.07381 -0.3 0.1 0.2
C -5.69313 -1.15085 -1.34927 0.3 -0.1 0.1
H -5.17960 -0.55661 -2.10103 0.0 0.1 -0.1
H -6.64818 -0.67854 -1.13008 -0.1 0.1 0.0
H -5.88828 -2.13282 -1.77448 -0.1 -0.1 -0.1
C -4.64913 0.06902 0.61455 0.3 -0.1 -0.3
H -4.11201 -0.09362 1.55135 0.0 0.0 0.1
H -5.62074 0.50259 0.85828 -0.1 0.0 0.1
C -3.86503 1.09270 -0.21071 -0.2 0.1 0.3
N -2.52846 0.64113 -0.53042 -0.3 -0.2 -0.2
C -1.43332 1.08739 0.12160 0.3 -0.4 -0.3
O -1.46194 1.93719 0.98206 0.0 0.3 0.3
C -0.13129 0.41744 -0.35702 0.0 0.2 0.2
N 0.98593 0.83397 0.45041 -0.4 -0.4 0.1
C 1.76433 1.77727 -0.12408 0.1 0.2 -0.5
O 2.73412 2.29259 0.38116 0.3 0.2 0.1
C 1.19132 2.06285 -1.50538 0.0 0.0 0.0
H 1.98553 2.17114 -2.24080 0.0 0.0 0.1
C 0.26612 0.87923 -1.77069 0.0 0.0 -0.1
H -0.59825 1.14642 -2.37742 0.0 -0.1 0.0
H 0.81676 0.08156 -2.27230 0.0 0.0 0.0
H 0.63941 3.00286 -1.44934 0.0 0.0 0.0
C 1.20931 0.34575 1.78548 0.0 -0.1 0.2
H 0.29337 0.45086 2.37472 0.1 0.1 0.0
H 1.98163 0.99130 2.20982 -0.1 -0.1 0.0
C 1.69164 -1.11612 1.78265 0.0 0.3 -0.1
C 2.78879 -1.28756 0.76891 0.0 -0.2 0.1
C 2.55824 -1.95958 -0.42342 0.0 0.0 0.0
C 3.54830 -2.05408 -1.38599 0.0 0.0 -0.1
C 4.78386 -1.47197 -1.16672 0.1 0.0 -0.1
C 5.02581 -0.80462 0.02235 0.1 0.0 0.0
C 4.03588 -0.71387 0.98260 0.0 -0.1 0.0
H 4.22851 -0.18477 1.90359 0.0 0.1 0.1
H 5.98801 -0.34771 0.19891 0.1 0.0 0.0
H 5.55555 -1.53868 -1.91951 0.1 0.0 0.0
H 3.35257 -2.58069 -2.30954 0.0 0.0 -0.1
H 1.59589 -2.42178 -0.60198 -0.1 0.0 0.0
H 2.05199 -1.36098 2.78328 -0.1 -0.1 0.0
H 0.85990 -1.78500 1.55003 0.0 -0.1 0.0
H -0.26139 -0.66998 -0.30241 0.0 0.1 -0.1
H -2.43823 -0.10760 -1.19785 0.2 0.1 0.0
H -4.39231 1.32982 -1.13815 0.0 0.1 0.1
H -3.74682 2.00888 0.37223 -0.1 -0.1 -0.2
H -3.88719 -1.71090 -0.33129 0.0 0.0 0.0
```
Positions in Å, forces in eV/Å.

strongest force on any atom = 0.57 eV Å⁻¹
E_LUMO = 0.4 eV
Kohn-Sham gap = 9.4 eV
E_HOMO = -9.00 eV
ΔE to the lowest compared entry with this formula, charge and spin = 31.3 kJ/mol


8.
2 unconnected molecules or ions with the total composition C4H6N2O2 at a distorted geometry, computed with ωB97M-V/def2-TZVPD.

Structure (XYZ):
```
14
Properties=species:S:1:pos:R:3:forces:R:3
C -0.87385 -0.14213 0.92807 -1.8 -3.0 2.1
C 0.46472 0.64728 1.03838 -1.0 -3.0 -3.9
C 1.49710 0.57731 0.17062 -0.3 0.7 0.1
C 1.47259 0.10233 -1.18545 0.0 2.4 -7.9
H -1.74689 -0.39925 -1.35376 -0.3 2.3 5.2
H -2.64864 -0.78950 0.16995 1.9 3.0 0.0
H -0.58337 -1.23096 2.73483 -1.5 1.0 -2.8
H 0.65078 1.17389 1.87678 0.1 1.7 2.9
H 2.33645 1.23973 0.20319 0.6 0.1 1.1
H 0.18258 -0.31376 -2.63487 0.4 -0.8 4.4
N -1.96724 0.09962 -0.03837 -0.2 -4.5 -3.2
N -1.25335 -1.06802 1.84278 3.1 2.3 -0.3
O 0.21375 -0.47537 -1.52659 3.3 1.1 -4.3
O 2.25537 0.57883 -2.22557 -4.3 -3.3 6.7
```
Positions in Å, forces in eV/Å.

strongest force on any atom = 8.66 eV Å⁻¹
E_LUMO = -1.0 eV
Kohn-Sham gap = 8.7 eV
E_HOMO = -9.78 eV
ΔE to the lowest compared entry with this formula, charge and spin = 589.2 kJ/mol


no.,E (eV)
1,-7263.1498
2,-96887.0094
3,-26052.1622
4,-24757.2283
5,-5181.8246
6,-8369.6721
7,-26164.8683
8,-11314.9350